The following is a DFT calculation (wB97M-V/def2-TZVPD) of a 11-piece molecular cluster, C25H72O11 overall in a non-equilibrium geometry.

The geometry in XYZ format:
```
108
Properties=species:S:1:pos:R:3:mulliken_charge:R:1
C 8.039 30.386 7.077 -0.8695
O 7.120 30.081 8.104 -0.3415
H 7.646 30.209 6.093 0.0504
H 8.919 29.902 7.324 0.4055
H 8.389 31.430 7.030 0.5023
H 7.190 30.789 8.700 0.2697
C 5.927 27.704 5.777 -0.8401
O 5.396 28.750 6.526 2.6881
H 5.223 27.323 5.163 -0.3695
H 6.152 26.837 6.408 0.0678
H 6.649 28.145 5.110 0.2595
H 6.159 29.213 6.985 -1.1008
C 2.812 29.124 3.992 -0.5939
O 3.596 30.044 4.652 -0.5574
H 3.375 28.374 3.428 -0.0693
H 2.164 29.607 3.317 0.5965
H 2.202 28.554 4.782 0.2440
H 3.966 29.541 5.430 -0.0017
C 8.033 24.041 4.733 -0.5903
O 8.894 24.560 3.665 -0.6174
H 7.152 24.669 4.732 -0.0465
H 8.539 24.288 5.684 0.3365
H 7.818 23.006 4.639 0.4365
H 8.421 24.520 2.881 0.4898
C 4.066 29.364 9.664 -0.4557
C 5.076 28.703 10.575 -0.2903
C 5.727 27.430 9.951 -0.9729
O 6.003 29.454 10.950 -0.4831
H 3.815 28.849 8.732 -0.5403
H 4.353 30.327 9.392 0.0952
H 3.146 29.609 10.235 0.6549
H 4.498 28.334 11.340 0.5440
H 6.313 26.910 10.655 0.6630
H 6.381 27.537 9.054 0.0299
H 4.917 26.756 9.631 0.1263
H 5.862 29.577 11.895 0.4218
C 5.303 25.034 0.191 -1.4571
C 6.364 25.582 1.172 -0.0989
C 5.870 25.646 2.574 -1.0665
O 7.358 24.870 1.282 -0.6539
H 6.004 24.821 -0.678 0.3338
H 4.692 25.848 -0.302 0.3650
H 4.868 24.106 0.505 0.3431
H 6.676 26.486 0.837 0.1337
H 4.935 26.133 2.627 0.3829
H 6.439 26.293 3.219 0.0696
H 5.727 24.702 3.078 0.9265
H 6.953 24.070 1.685 0.5515
C 3.477 26.206 7.491 -0.5535
C 2.544 25.535 6.447 0.0156
C 3.182 25.487 5.070 -0.5322
O 2.331 24.386 6.685 -0.5445
H 3.088 26.286 8.466 0.7981
H 3.766 27.183 7.271 -0.4679
H 4.291 25.557 7.705 0.1248
H 1.642 26.135 6.587 0.3180
H 3.030 26.454 4.606 -0.1385
H 2.726 24.863 4.331 0.7610
H 4.297 25.381 5.124 -0.2413
H 2.766 23.797 6.099 0.3228
C 8.989 27.180 5.840 -0.5919
C 8.719 27.130 7.334 3.1530
C 8.286 25.816 7.907 -1.8158
O 9.767 27.310 7.967 -0.5788
H 10.006 27.224 5.491 0.6673
H 8.745 28.253 5.504 0.0125
H 8.364 26.491 5.318 -0.2357
H 7.898 27.850 7.524 -2.0492
H 9.030 25.111 8.171 0.6736
H 7.442 25.355 7.412 0.1008
H 7.935 26.040 8.910 0.3830
H 10.392 26.598 7.694 0.4892
C 4.127 32.020 6.987 -0.8497
C 2.768 31.538 7.163 1.5811
C 2.118 32.222 8.379 -1.7543
O 1.955 31.615 6.236 -0.6151
H 4.657 31.909 7.919 0.2103
H 4.181 33.090 6.702 0.4517
H 4.665 31.461 6.168 -0.0912
H 2.840 30.444 7.446 -0.5030
H 1.308 31.654 8.785 0.4540
H 1.716 33.234 8.270 0.3977
H 2.687 32.228 9.283 0.3829
H 2.424 31.328 5.454 0.4354
C 6.203 29.258 2.335 -0.9603
C 5.612 29.854 1.053 0.2736
C 5.600 28.836 -0.160 -1.3073
O 4.380 30.114 1.238 -0.5004
H 7.211 29.002 2.113 0.6046
H 5.537 28.374 2.598 -0.4042
H 6.302 29.895 3.175 0.6771
H 6.172 30.774 0.821 0.3190
H 6.602 28.434 -0.294 0.3991
H 5.255 29.218 -1.152 0.3901
H 5.074 27.923 0.078 0.0671
H 4.339 30.922 1.814 0.3700
C 4.692 20.705 6.618 -1.9298
C 4.268 22.096 6.392 0.3900
C 5.442 22.922 6.809 -0.4037
O 3.824 22.369 5.301 -0.4149
H 5.429 20.458 5.887 0.4293
H 3.808 20.109 6.470 0.5544
H 5.036 20.480 7.585 0.3488
H 3.518 22.220 7.156 0.2360
H 6.263 22.469 6.333 0.5556
H 5.410 22.890 7.912 0.3825
H 5.419 23.981 6.450 -0.5845
H 3.213 21.711 5.026 0.3662
```

As for the structure (SMILES): CC(C)O.CC(C)O.CC(C)O.CC(C)O.CC(C)O.CC(C)O.CC(C)O.CO.CO.CO.CO. Its total charge is 0. The value obtained for the relative energy (zero: lowest compared OMol25 entry of this formula, charge and spin) is 1198.91 kJ/mol. For the total energy, the calculation gives -49601.61776 eV.

***

The following is a DFT calculation (wB97M-V/def2-TZVPD) of a 14-piece molecular cluster, C25H73BBr2NO17 overall in a non-equilibrium geometry.

The geometry in XYZ format:
```
119
Properties=species:S:1:pos:R:3:lowdin_spin:R:1
C 1.695 -0.713 2.206 0.0000
C 0.937 0.465 2.756 -0.0001
Br 1.221 0.696 4.632 0.0000
C 0.138 1.295 2.052 0.0001
Br -0.771 2.698 3.005 0.0004
C -0.128 1.103 0.538 0.0006
O -0.708 -0.198 0.355 0.0003
B -2.038 -0.345 0.688 0.0001
O -2.863 -1.082 -0.171 0.0000
O -2.551 0.127 1.853 0.0003
C 1.217 1.088 -0.237 0.0010
C 1.126 1.534 -1.684 0.0257
C 0.362 0.520 -2.533 0.0111
C 2.561 1.503 -2.246 0.0094
N 0.610 2.923 -1.827 0.3814
O 0.135 3.172 -2.985 0.5132
C -0.204 3.400 -0.667 0.0279
C -1.273 4.368 -1.199 -0.0006
C 0.627 4.199 0.332 0.0064
C -0.997 2.203 -0.084 0.0145
H 2.573 -0.373 1.667 0.0000
H 1.068 -1.358 1.605 0.0000
H 2.064 -1.304 3.041 0.0000
H -3.214 -0.519 -0.862 0.0000
H -3.494 -0.058 1.896 0.0000
H 1.973 1.625 0.331 0.0002
H 1.547 0.056 -0.291 0.0000
H -0.634 0.277 -2.180 0.0008
H 0.381 0.794 -3.580 0.0008
H 0.939 -0.401 -2.452 0.0003
H 2.978 0.560 -1.896 0.0000
H 3.160 2.326 -1.868 0.0008
H 2.532 1.477 -3.330 0.0002
H -0.834 5.185 -1.758 -0.0006
H -2.059 3.860 -1.746 0.0014
H -1.738 4.813 -0.317 -0.0002
H -0.033 4.647 1.063 0.0000
H 1.174 4.995 -0.165 0.0009
H 1.320 3.571 0.884 0.0003
H -1.559 1.822 -0.933 0.0003
H -1.737 2.586 0.603 0.0021
C -1.177 -1.661 -5.688 0.0000
O -0.787 -2.022 -4.353 0.0002
H -0.287 -1.672 -6.311 0.0000
H -1.894 -2.373 -6.076 0.0000
H -1.612 -0.657 -5.698 0.0000
H -1.578 -2.005 -3.810 0.0000
C 5.066 0.180 4.578 0.0000
O 5.184 1.363 3.792 0.0000
H 6.047 -0.290 4.608 0.0000
H 4.762 0.427 5.600 0.0000
H 4.349 -0.520 4.142 0.0000
H 4.330 1.810 3.771 0.0000
C 1.905 -3.660 4.728 0.0000
O 2.984 -2.737 4.689 0.0000
H 1.436 -3.664 3.746 0.0000
H 2.257 -4.670 4.954 0.0000
H 1.162 -3.361 5.474 0.0000
H 3.389 -2.722 5.561 0.0000
C 2.678 4.538 5.073 0.0000
O 2.904 3.568 4.052 0.0000
H 3.499 5.246 5.056 0.0000
H 1.743 5.074 4.892 0.0000
H 2.640 4.063 6.058 0.0000
H 2.171 2.946 4.075 0.0000
C 2.486 -2.001 -6.501 0.0000
O 2.861 -2.295 -5.158 0.0000
H 3.371 -2.119 -7.121 0.0000
H 1.713 -2.690 -6.854 0.0000
H 2.125 -0.973 -6.591 0.0000
H 2.081 -2.190 -4.605 0.0000
C -1.283 -5.644 -6.811 0.0000
O -0.203 -4.710 -6.842 0.0000
H -1.672 -5.742 -7.822 0.0000
H -0.931 -6.622 -6.466 0.0000
H -2.066 -5.284 -6.148 0.0000
H 0.128 -4.631 -5.944 0.0000
C -5.089 -2.570 -5.887 0.0000
O -4.030 -2.305 -6.803 0.0000
H -4.714 -3.274 -5.148 0.0000
H -5.408 -1.655 -5.380 0.0000
H -5.946 -3.018 -6.396 0.0000
H -4.359 -1.686 -7.460 0.0000
C 1.978 8.309 6.074 0.0000
O 2.611 7.169 6.647 0.0000
H 1.741 8.068 5.041 0.0000
H 1.053 8.552 6.603 0.0000
H 2.643 9.177 6.091 0.0000
H 2.823 7.378 7.559 0.0000
C -4.859 3.067 -0.362 0.0001
O -4.137 2.003 0.254 0.0003
H -5.074 2.770 -1.386 0.0000
H -5.801 3.252 0.158 0.0000
H -4.267 3.985 -0.377 0.0000
H -3.948 2.263 1.161 0.0001
C 1.565 -1.278 8.314 0.0000
O 2.544 -0.999 7.319 0.0000
H 1.971 -2.043 8.972 0.0000
H 1.341 -0.387 8.906 0.0000
H 0.642 -1.654 7.862 0.0000
H 2.182 -0.322 6.736 0.0000
C 3.705 -2.419 -2.183 0.0000
O 3.746 -2.095 -0.791 0.0000
H 2.887 -1.860 -2.624 0.0000
H 4.637 -2.127 -2.670 0.0000
H 3.531 -3.488 -2.329 0.0000
H 4.473 -2.580 -0.395 0.0000
C -2.576 -6.968 -3.533 0.0000
O -2.723 -5.676 -4.117 0.0000
H -3.107 -7.676 -4.165 0.0000
H -1.523 -7.257 -3.483 0.0000
H -3.005 -6.997 -2.529 0.0000
H -2.253 -5.051 -3.558 0.0000
C -6.754 -1.084 2.058 0.0000
O -5.483 -0.540 2.407 0.0000
H -7.252 -0.365 1.414 0.0000
H -6.640 -2.026 1.518 0.0000
H -7.364 -1.246 2.949 0.0000
H -5.047 -1.177 2.981 0.0000
```

Its spin multiplicity is 2. Its total charge is 0. For the total energy, the calculation gives -204163.62710 eV.

***

Among the records above, which one has the highest total energy?
C25H72O11

***

What is the formula in the second record?
C25H73BBr2NO17